No. 1
{"formula": "C5H8O2", "method": "ωB97M-V/def2-TZVPD", "homo_energy_ev": -8.29, "energy_ev": -9402.3225, "homo_lumo_gap_ev": 9.039, "fmax_ev_per_a": 0.852, "species": ["O", "C", "C", "C", "C", "C", "O", "H", "H", "H", "H", "H", "H", "H", "H"], "positions_angstrom": [[0.621, 0.908, -2.525], [-0.052, 1.334, -1.465], [-0.513, -0.928, -0.328], [-0.218, -1.152, 1.132], [-0.361, 0.323, 1.553], [0.712, 0.267, 0.479], [1.225, -0.959, 0.986], [1.545, 1.188, -2.427], [-1.091, 0.993, -1.656], [-1.571, -0.759, -0.610], [-0.012, -1.606, -1.031], [-0.510, -2.024, 1.719], [-1.289, 0.852, 1.320], [0.011, 0.547, 2.558], [1.503, 1.015, 0.296]]}

No. 2
{"formula": "C14H44N12O10P", "method": "ωB97M-V/def2-TZVPD", "homo_energy_ev": -3.56, "total_charge": -1, "energy_ev": -62881.4077, "homo_lumo_gap_ev": 5.057, "fmax_ev_per_a": 3.131, "species": ["C", "C", "C", "O", "C", "C", "C", "C", "O", "C", "O", "P", "O", "H", "H", "H", "H", "H", "H", "H", "H", "H", "H", "H", "H", "H", "H", "H", "H", "H", "H", "H", "H", "C", "O", "N", "N", "H", "H", "H", "H", "C", "O", "N", "N", "H", "H", "H", "H", "C", "O", "N", "N", "H", "H", "H", "H", "C", "O", "N", "N", "H", "H", "H", "H", "C", "O", "N", "N", "H", "H", "H", "H", "C", "O", "N", "N", "H", "H", "H", "H"], "positions_angstrom": [[4.917, -1.290, 0.252], [3.516, -0.848, 0.710], [3.145, 0.509, 0.064], [2.216, 1.271, 0.791], [0.844, 0.906, 0.554], [0.467, -0.055, 1.720], [-1.026, -0.246, 2.043], [-1.949, -0.515, 0.850], [-1.579, 0.800, 2.852], [0.126, 2.312, 0.732], [-0.796, 2.661, -0.279], [-0.486, 1.599, -1.663], [0.521, 0.503, -0.713], [5.131, -2.319, 0.555], [5.701, -0.674, 0.707], [5.030, -1.186, -0.833], [2.755, -1.613, 0.563], [3.584, -0.647, 1.781], [2.882, 0.377, -0.989], [4.079, 1.089, 0.076], [1.000, 0.201, 2.635], [0.839, -1.050, 1.449], [-1.079, -1.148, 2.675], [-2.554, 0.350, 0.587], [-2.655, -1.303, 1.156], [-1.414, -0.913, -0.006], [-0.881, 1.157, 3.396], [-0.155, 2.590, 1.753], [0.974, 3.000, 0.543], [-1.244, 2.507, -2.525], [-1.736, 0.968, -1.320], [-0.465, 0.685, -2.788], [0.703, 2.318, -2.072], [-2.162, 1.287, -5.373], [-2.240, 0.432, -4.516], [-2.347, 2.608, -5.105], [-1.863, 0.978, -6.680], [-2.280, 3.332, -5.792], [-2.533, 2.853, -4.145], [-1.712, 0.011, -6.897], [-1.782, 1.657, -7.413], [1.449, -0.419, -8.235], [0.523, -0.556, -9.027], [1.275, 0.113, -6.998], [2.728, -0.794, -8.541], [2.013, 0.237, -6.331], [0.344, 0.394, -6.747], [2.886, -1.191, -9.446], [3.500, -0.694, -7.911], [-4.412, 3.398, 3.940], [-4.359, 4.523, 3.463], [-5.172, 3.124, 5.053], [-3.738, 2.336, 3.429], [-5.237, 2.216, 5.468], [-5.682, 3.883, 5.458], [-3.170, 2.490, 2.614], [-3.773, 1.414, 3.814], [1.930, -1.743, 4.878], [2.167, -1.659, 3.683], [1.299, -2.822, 5.431], [2.272, -0.768, 5.767], [1.101, -2.904, 6.411], [1.026, -3.560, 4.811], [2.738, 0.041, 5.402], [2.081, -0.827, 6.753], [3.196, -1.778, 9.492], [2.314, -1.799, 8.646], [2.922, -1.746, 10.828], [4.517, -1.785, 9.160], [3.627, -1.729, 11.539], [1.957, -1.739, 11.098], [4.744, -1.809, 8.183], [5.260, -1.768, 9.831], [-4.653, -2.381, -7.218], [-5.072, -2.923, -6.211], [-3.785, -1.329, -7.192], [-5.026, -2.792, -8.472], [-3.445, -0.885, -8.022], [-3.480, -0.991, -6.291], [-5.662, -3.562, -8.530], [-4.696, -2.367, -9.317]]}

No. 3
{"formula": "C4H6N", "method": "ωB97M-V/def2-TZVPD", "homo_energy_ev": [-12.01, -15.61], "total_charge": 1, "energy_ev": -5719.4076, "spin_multiplicity": 3, "homo_lumo_gap_ev": [7.912, 8.029], "fmax_ev_per_a": 4.318, "species": ["C", "C", "C", "C", "N", "H", "H", "H", "H", "H", "H"], "positions_angstrom": [[-0.260, 0.720, -1.309], [-0.701, -0.945, 0.732], [0.408, -1.112, 1.606], [-0.148, 0.234, -0.052], [1.089, 0.053, 0.873], [-1.211, 0.740, -1.823], [0.408, 1.541, -1.569], [0.029, -1.909, 0.628], [-1.706, -1.347, 0.804], [1.164, 0.858, 1.604], [1.984, -0.252, 0.529]]}

No. 4
{"formula": "C6H17NO2SSi", "method": "ωB97M-V/def2-TZVPD", "smiles": "CCS(=O)(=O)N(C)[Si](C)(C)C", "homo_energy_ev": -9.28, "energy_ev": -30794.4892, "homo_lumo_gap_ev": 9.919, "fmax_ev_per_a": 4.269, "species": ["C", "C", "S", "O", "O", "N", "C", "Si", "C", "C", "C", "H", "H", "H", "H", "H", "H", "H", "H", "H", "H", "H", "H", "H", "H", "H", "H", "H"], "positions_angstrom": [[3.485, -1.455, -1.425], [2.291, -1.267, -0.460], [1.305, 0.204, -0.968], [2.102, 1.392, -1.038], [0.571, -0.168, -2.227], [0.160, 0.450, 0.521], [0.718, 1.306, 1.517], [-1.469, 0.164, 0.129], [-2.432, 0.534, 1.824], [-1.670, -1.676, -0.376], [-2.186, 1.330, -1.192], [2.981, -1.616, -2.428], [4.249, -0.641, -1.435], [3.867, -2.402, -1.073], [2.943, -1.076, 0.451], [1.604, -2.130, -0.407], [0.399, 0.783, 2.501], [1.753, 1.150, 1.281], [0.425, 2.394, 1.718], [-3.473, 0.406, 1.571], [-2.075, -0.382, 2.447], [-2.398, 1.394, 2.444], [-2.545, -1.944, 0.136], [-1.767, -1.976, -1.333], [-0.921, -2.307, 0.123], [-2.503, 0.950, -2.155], [-2.965, 1.866, -0.714], [-1.398, 2.024, -1.404]]}

No. 5
{"formula": "C5H9N", "method": "ωB97M-V/def2-TZVPD", "smiles": "C1C[C@H]2N[C@@H]2C1", "homo_energy_ev": -8.49, "energy_ev": -6816.0929, "homo_lumo_gap_ev": 9.630, "fmax_ev_per_a": 4.642, "species": ["C", "C", "C", "N", "C", "C", "H", "H", "H", "H", "H", "H", "H", "H", "H"], "positions_angstrom": [[-1.381, -0.019, 0.088], [-0.418, 1.226, 0.109], [0.933, 0.660, -0.252], [2.170, 0.077, 0.137], [0.936, -0.648, 0.447], [-0.328, -1.250, -0.209], [-1.652, -0.239, 1.218], [-2.447, 0.039, -0.490], [-0.758, 1.942, -0.680], [-0.473, 1.970, 1.022], [0.847, 0.573, -1.305], [2.692, -0.216, -0.633], [0.830, -0.498, 1.602], [-0.736, -2.197, 0.194], [-0.215, -1.419, -1.248]]}

No. 6
{"formula": "C4H8O2", "method": "ωB97M-V/def2-TZVPD", "smiles": "CCOCC=O", "homo_energy_ev": -9.47, "energy_ev": -8371.0248, "homo_lumo_gap_ev": 10.454, "fmax_ev_per_a": 0.773, "species": ["C", "C", "O", "C", "C", "O", "H", "H", "H", "H", "H", "H", "H", "H"], "positions_angstrom": [[1.159, 1.624, -0.570], [0.429, 0.373, -1.072], [0.293, -0.469, 0.084], [-0.572, -1.555, 0.435], [-1.394, -0.867, 1.511], [-2.320, -0.149, 1.232], [1.997, 1.323, 0.065], [0.498, 2.264, 0.025], [1.559, 2.228, -1.394], [-0.501, 0.680, -1.575], [1.052, -0.135, -1.822], [0.015, -2.385, 0.876], [-1.214, -1.987, -0.344], [-1.001, -0.943, 2.549]]}